Entry 1:
C23H17Cl2N3O | wB97M-V/def2-TZVPD

```
46
Properties=species:S:1:pos:R:3
Cl -3.25375 -4.10581 -1.27683
Cl -2.02366 -2.73420 3.81831
N 0.18545 -1.60656 -2.99454
N -3.53261 1.23185 -0.63707
N 2.73384 0.83667 1.66290
O 0.35672 2.28285 1.56566
C 3.95537 0.97824 2.17510
C -3.55018 2.43464 -1.25947
C 0.11624 -2.75814 -2.26744
C 0.56992 -0.49416 -2.38003
C -2.40068 0.83728 0.00998
C 2.57037 0.88593 0.29322
C 5.06664 1.16679 1.40905
C -2.51194 3.35190 -1.19438
C 0.35735 -2.77264 -0.89368
C 3.68922 0.99972 -0.52429
C 4.95373 1.20723 0.05320
C -2.75823 -3.22500 1.24493
C -2.79466 -1.52733 -0.44745
C -2.25638 -0.91352 1.83856
C -1.32657 2.92726 -0.57905
C 0.75299 -1.58526 -0.26889
C -2.96057 -2.87063 -0.09419
C -2.41207 -2.26330 2.19794
C -2.40787 -0.53123 0.48602
C -1.26669 1.64681 0.02752
C 0.84533 -0.39747 -1.00869
C 0.04350 1.21035 0.71370
C 1.16998 0.92242 -0.33055
H 1.16271 2.00585 2.07547
H 4.07480 0.97703 3.26025
H -4.43551 2.71974 -1.81633
H -0.16996 -3.72130 -2.72290
H 0.65470 0.41037 -3.01755
H 6.02417 1.23464 1.87100
H -2.63927 4.33206 -1.65023
H 0.27390 -3.73735 -0.39677
H 3.52821 1.04948 -1.56509
H 5.87792 1.42670 -0.50772
H -2.87492 -4.26204 1.52351
H -2.88113 -1.27677 -1.51263
H -1.98092 -0.22162 2.63728
H -0.48795 3.60378 -0.53001
H 1.03886 -1.68699 0.78055
H -0.14966 0.30008 1.31847
H 1.07328 1.71162 -1.08684
```

Output
Energy relative to the best compared isomer or geometry (same formula, charge and spin) (eV): 0.000
HOMO (eV): -9.08
SMILES: O[C@@H](c1cccnc1-c1cc(Cl)cc(Cl)c1)[C@H](c1cccnc1)c1ccccn1
HOMO-LUMO gap (eV): 9.49
Calculated total energy (Eh): -2046.5536
Molar mass (g mol⁻¹): 422.31
Strongest force on any atom (eV/Å): 2.9

---

Entry 2:
C23H17Cl3N6O2S4Sn | wB97M-V/def2-TZVPD

```
56
Properties=species:S:1:pos:R:3
Sn -1.55601 0.80994 0.56916
S -2.53291 3.03571 1.94642
C -4.07620 2.46303 1.39972
S -4.17331 1.43237 0.00714
C -5.23723 2.81194 2.09355
C -6.53228 2.36196 1.67341
N -7.59309 2.02597 1.36825
C -5.21912 3.65235 3.25498
N -5.24733 4.31140 4.20176
C 2.93015 -5.94108 0.44572
C 2.62895 -4.49617 0.76506
C 3.54817 -3.71410 1.45876
C 3.27793 -2.38396 1.75057
C 2.06998 -1.83229 1.34968
C 1.13181 -2.59862 0.66882
C 1.42128 -3.92231 0.37865
S 1.67879 -0.14040 1.73486
O 2.89613 0.42492 2.28977
O 0.51359 -0.19015 2.60334
N 1.19989 0.51112 0.37487
C 2.07642 0.66355 -0.69724
C 3.42589 0.24506 -0.74185
C 4.14288 0.41191 -1.90343
C 3.54785 1.00029 -3.01434
C 2.23448 1.40473 -2.87179
N 1.51966 1.25409 -1.76061
H 3.99767 -6.09364 0.27816
H 2.39483 -6.26236 -0.44825
H 2.62800 -6.60009 1.26474
H 4.49264 -4.15066 1.76863
H 3.98712 -1.76495 2.28358
H 0.19328 -2.15560 0.34967
H 0.70099 -4.50404 -0.18442
H 3.89745 -0.18912 0.12562
H 5.17496 0.08144 -1.94366
H 4.07653 1.13838 -3.94826
H 1.71565 1.87808 -3.70234
Cl -3.19754 -1.40498 2.45090
C -2.19748 -1.48724 3.89612
Cl -2.29610 -3.07267 4.72751
H -2.54513 -0.73008 4.58517
H -1.16615 -1.31819 3.59235
S -0.22603 -2.51470 -3.23625
C -1.06818 -1.55543 -2.17740
N -1.65819 -0.86348 -1.44329
Cl -2.66751 2.45307 -5.04397
C -2.00406 2.96065 -3.51168
C -1.67849 4.28528 -3.29943
C -1.15033 4.63925 -2.07184
C -0.98105 3.65695 -1.11186
N -1.31114 2.38917 -1.32803
C -1.81880 2.03047 -2.50767
H -1.84028 5.01704 -4.08008
H -0.88217 5.66359 -1.85332
H -0.58093 3.88809 -0.13414
H -2.06594 0.98451 -2.64179
```

Output
Energy relative to the best compared isomer or geometry (same formula, charge and spin) (eV): 0.303
HOMO (eV): -2.42
HOMO-LUMO gap (eV): 6.47
Calculated total energy (Eh): -4553.4650
Charge: -2
Molar mass (g mol⁻¹): 762.77
Strongest force on any atom (eV/Å): 0.7

---

Entry 3:
C23H17Cl5N6O4SSn | wB97M-V/def2-TZVPD

```
57
Properties=species:S:1:pos:R:3
Sn 0.46957 1.59790 3.10617
Cl -3.00507 -4.42546 5.13134
C -2.25285 -3.20503 4.25342
C -2.06877 -1.99112 4.86213
Cl -2.61087 -1.65094 6.48455
C -1.45295 -0.94539 4.12891
Cl -1.12918 0.63440 5.02683
C -1.01340 -1.07801 2.78072
O -0.40971 -0.07905 2.13146
C -1.18489 -2.36826 2.12592
Cl -0.39026 -2.61406 0.63442
C -1.83554 -3.37839 2.88812
Cl -1.81347 -4.97253 2.28880
C -0.08414 3.29296 -0.28997
C -1.10203 3.65043 0.71803
N -1.15110 3.01364 1.93017
C -2.25655 3.50244 2.62189
C -2.98495 4.33318 1.81626
N -2.22578 4.43169 0.60651
C -2.84719 5.03326 -0.65456
N -3.19462 4.10035 -1.73814
N -3.26776 4.68544 -2.99040
N -3.66634 3.81375 -3.86330
C -3.84784 2.61974 -3.25646
C -4.47057 1.47711 -3.75833
C -4.86668 0.48581 -2.85782
C -4.56165 0.62175 -1.47222
C -4.04442 1.80640 -0.93016
C -3.57061 2.75856 -1.87184
H -0.36915 2.26295 -0.79832
H 0.92103 3.19880 0.15018
H -0.02910 4.07024 -1.09235
H -2.57911 3.03701 3.57702
H -4.02404 4.64464 1.83217
H -2.19116 5.80775 -1.14389
H -3.79514 5.49093 -0.32851
H -4.66884 1.36680 -4.84477
H -5.37492 -0.40812 -3.17581
H -4.78280 -0.22629 -0.81486
H -4.05342 1.99386 0.11141
N 5.80133 -0.84749 -1.24629
C 5.54605 -1.85467 -2.15357
C 4.18305 -1.99288 -2.70133
C 4.02771 -3.12799 -3.40882
C 5.08596 -4.09885 -3.77403
C 6.40311 -3.88766 -3.19844
C 6.57067 -2.74118 -2.45034
S 7.88009 -6.62332 4.83920
O 4.86787 -5.05921 -4.53664
O 7.13201 -7.75936 5.23573
O 7.21982 -5.85264 3.86246
H 6.77364 -0.58710 -1.10131
H 5.10905 -0.13975 -0.95364
H 3.44595 -1.16732 -2.46036
H 3.04993 -3.43600 -3.82707
H 7.10147 -4.68558 -3.43497
H 7.58860 -2.52811 -2.01528
```

Output
HOMO (eV): -12.73
HOMO-LUMO gap (eV): 4.30
Calculated total energy (Eh): -4428.9518
Charge: +2
Molar mass (g mol⁻¹): 769.47
Strongest force on any atom (eV/Å): 4.6

---

Entry 4:
C23H17ClIIrN4OS2 | wB97M-V/def2-TZVPD

```
50
Properties=species:S:1:pos:R:3
Ir 0.39108 0.33491 0.50214
C 3.27688 -2.84299 3.46894
S 2.95478 -1.30609 4.39924
C 2.12758 -0.37789 3.14844
S 0.39648 -0.42009 3.15584
N 2.83598 0.28361 2.29774
N 2.21658 0.90301 1.31354
C 2.82968 1.87941 0.62034
C 2.04188 2.70121 -0.19746
C 2.51388 3.88231 -0.82486
C 1.63158 4.69771 -1.48606
C 0.27648 4.33901 -1.54316
C -0.11232 3.15281 -0.94646
N 0.71898 2.35341 -0.30056
H 3.80868 -3.49209 4.15704
H 3.88448 -2.61599 2.59844
H 2.33308 -3.29239 3.17134
H 3.87988 2.07571 0.79484
H 3.56328 4.12971 -0.75116
H 1.96948 5.60981 -1.95766
H -0.44132 4.95521 -2.06346
H -1.14872 2.83371 -0.99646
Cl -5.58022 0.76581 -3.17816
C -3.93052 0.50911 -2.72546
C -2.98262 0.31011 -3.70786
C -1.66072 0.10041 -3.36746
I -0.18082 -0.26339 -4.81156
C -1.20572 0.09911 -2.03586
O 0.00798 -0.08939 -1.74246
C -2.20832 0.32541 -1.02256
N -1.78102 0.33391 0.25964
C -2.65482 0.49431 1.23654
C -4.02112 0.66581 0.99684
C -4.48192 0.68521 -0.29646
C -3.57592 0.50501 -1.36016
H -3.27852 0.31401 -4.74376
H -2.26322 0.46311 2.24564
H -4.69262 0.79871 1.83054
H -5.52772 0.82691 -0.52016
C 0.84888 -4.48379 0.32614
C 1.91088 -3.65879 0.00434
C 1.78038 -2.27989 0.10024
C 0.58038 -1.72059 0.50924
C -0.48682 -2.55309 0.82374
C -0.34852 -3.92969 0.74274
H 0.93738 -5.55499 0.22554
H 2.84228 -4.08749 -0.33476
H 2.62508 -1.65729 -0.16806
H -1.43362 -2.14369 1.14754
H -1.18702 -4.55889 1.00534
```

Output
Energy relative to the best compared isomer or geometry (same formula, charge and spin) (eV): 2.512
HOMO (alpha / beta) (eV): -7.47 / -7.47
HOMO-LUMO gap (alpha / beta) (eV): 6.01 / 6.01
Calculated total energy (Eh): -2839.4834
Molar mass (g mol⁻¹): 784.12
Strongest force on any atom (eV/Å): 3.9

---

Entry 5:
C23H17EuN7O11P2Se2 | wB97M-V/def2-TZVPD

```
63
Properties=species:S:1:pos:R:3
Eu -0.22613 -0.64308 -0.26213
C -3.58040 0.73630 1.60707
C -3.69831 -0.52137 1.02804
C -3.99030 -0.63646 -0.32761
C -4.16038 0.50495 -1.10035
C -4.03791 1.75717 -0.51995
C -3.75261 1.87502 0.83316
H -3.38535 0.82217 2.66925
H -3.63855 -1.40305 1.64847
H -4.13836 -1.61283 -0.76805
H -4.38902 0.41448 -2.15415
H -4.16898 2.64793 -1.12372
H -3.66888 2.85727 1.28646
O 5.98893 2.47457 -2.85933
C 5.83430 2.00367 -1.71835
O 6.63327 1.77690 -0.79437
C 4.33929 1.62200 -1.38350
C 3.33425 1.80927 -2.32371
C 2.04101 1.42645 -2.02042
N 1.71258 0.85430 -0.85942
C 2.68665 0.69496 0.04883
C 3.99902 1.07506 -0.15479
C 2.18832 0.08166 1.33483
O 2.45405 0.67650 2.41301
O 1.44447 -0.92905 1.24227
H 3.58644 2.25301 -3.27663
H 1.22977 1.56510 -2.72602
H 4.74838 0.93558 0.61136
O -1.26550 -2.54475 -2.81831
P -0.93546 -1.00115 -3.15226
O -1.31228 -0.60529 -4.50808
O -1.40102 -0.17985 -1.96071
O 0.73854 -1.02416 -2.94889
P 1.45146 -2.31754 -2.22366
O 2.81607 -1.63247 -1.72697
O 1.68508 -3.44212 -3.13289
O 0.62828 -2.54992 -0.95559
H -0.43881 -2.65976 -2.28746
H 3.54573 -1.89052 -2.30572
Se -1.80481 -4.16530 -0.73253
N -1.16242 -5.15421 0.58012
C -0.85386 -4.34177 1.59468
C -0.23988 -4.68839 2.80838
C -0.05532 -3.68556 3.74719
C -0.46448 -2.38404 3.47196
N -1.01666 -1.98486 2.32060
C -1.19151 -2.94562 1.39387
N -1.74039 -2.65258 0.20208
H 0.07553 -5.70970 2.97874
H 0.41112 -3.90077 4.70079
H -0.34271 -1.61550 4.23057
Se 0.17942 1.03306 3.26391
N 0.38129 2.78689 3.10617
C 0.07088 3.10663 1.85732
C 0.15552 4.36586 1.22916
C -0.25144 4.45063 -0.08776
C -0.70080 3.30997 -0.78117
N -0.77529 2.09704 -0.24560
C -0.41759 2.00046 1.03789
N -0.49838 0.81617 1.65836
H 0.55098 5.21536 1.76832
H -0.20641 5.39615 -0.61113
H -1.00044 3.37914 -1.82163
```

Output
Energy relative to the best compared isomer or geometry (same formula, charge and spin) (eV): 7.982
HOMO (alpha / beta) (eV): 0.06 / -2.77
<S²>: 15.80
HOMO-LUMO gap (alpha / beta) (eV): 2.03 / 4.44
Spin multiplicity: 8
Calculated total energy (Eh): -8293.7312
Charge: -2
Molar mass (g mol⁻¹): 939.26
Strongest force on any atom (eV/Å): 4.2